(1)
Below is 2 unconnected molecules or ions with the total composition C5H9NO, with properties calculated with the ωB97M-V functional and the def2-TZVPD basis.

```
! wB97M-V def2-TZVPD RIJCOSX def2/J DEFGRID3
* xyz 0 1
C 1.28712 0.84090 -0.00263
C 0.06928 0.42507 0.81719
C 0.27249 -0.92480 1.51386
C -1.20033 0.40757 0.00269
N -1.26636 0.87569 -1.17581
C 0.10059 -1.35581 -2.65907
O -0.64240 -1.21879 -3.50805
H 1.56171 0.04980 -0.70890
H 2.14325 1.03114 0.65329
H 1.07738 1.74166 -0.58457
H 1.13041 -0.88160 2.19292
H 0.46420 -1.71631 0.77977
H -0.60655 -1.21293 2.10278
H -2.07105 -0.02886 0.51816
H -0.10456 1.17872 1.60239
H -2.21519 0.78857 -1.54403
*
```

As for the HOMO energy: -10.0 eV. For the max |F|, the calculation gives 1.435 eV/Å. The value obtained for the total energy is -8867.865 eV. For the frontier orbital gap, the calculation gives 0.4062 Eh. For the relative energy (zero: lowest compared OMol25 entry of this formula, charge and spin), the calculation gives 31.1 kcal/mol.

Löwdin population analysis, charges in e, atoms 1 to 6:
1. C -0.09
2. C -0.43
3. C -0.09
4. C -0.23
5. N 0.09
6. C 0.00



(2)
Below is C5H9NO in the gas phase, with properties calculated with the ωB97M-V functional and the def2-TZVPD basis.

```
! wB97M-V def2-TZVPD RIJCOSX def2/J DEFGRID3
* xyz 0 1
O -1.41057 1.80988 0.91893
C -0.92371 0.51789 0.50273
C -0.49434 0.44189 -1.03728
C 0.68192 -0.58491 -1.18552
C 0.56179 -1.20997 0.18632
N 1.25253 -1.02244 1.46133
C 0.42210 0.10317 1.00260
H -0.65670 2.41676 0.76523
H -1.77525 -0.12910 0.76705
H -0.18342 1.40282 -1.39937
H -1.38306 0.15227 -1.65149
H 0.61853 -1.25296 -2.07898
H 1.65393 -0.04447 -1.26712
H -0.36407 -1.77325 0.27955
H 0.88279 -1.68012 2.13418
H 1.11753 0.85252 0.60183
*
```

As for the HOMO energy: -8.7 eV. For the max |F|, the calculation gives 2.090 eV/Å. The value obtained for the total energy is -8864.507 eV. For the frontier orbital gap, the calculation gives 0.3593 Eh. For the relative energy (zero: lowest compared OMol25 entry of this formula, charge and spin), the calculation gives 108.5 kcal/mol. As for the structure (SMILES): O[C@H]1CC[C@H]2N[C@H]12.

Löwdin population analysis, charges in e, atoms 1 to 6:
1. O -0.05
2. C -0.33
3. C -0.12
4. C -0.15
5. C -0.26
6. N 0.09



(3)
Below is C5H9NO in the gas phase, with properties calculated with the ωB97M-V functional and the def2-TZVPD basis.

```
! wB97M-V def2-TZVPD RIJCOSX def2/J DEFGRID3
* xyz 0 1
C 2.23431 -0.31784 0.17110
C 1.00342 0.47460 -0.17288
C -0.09244 -0.25452 -0.96536
N -1.02046 0.16642 0.05132
C -2.41675 -0.11313 0.19797
C -0.06287 0.70931 0.89089
O -0.06441 1.22698 1.98501
H 1.96551 -1.28092 0.61929
H 2.85100 0.24125 0.87514
H 2.80451 -0.51461 -0.74184
H 1.22933 1.45235 -0.60448
H -0.32077 0.13640 -1.95789
H 0.03986 -1.34650 -1.00119
H -2.45167 0.09538 1.30846
H -3.07023 0.47146 -0.50140
H -2.62834 -1.14663 -0.15414
*
```

As for the HOMO energy: -9.3 eV. For the max |F|, the calculation gives 1.983 eV/Å. The value obtained for the total energy is -8867.889 eV. For the frontier orbital gap, the calculation gives 0.3746 Eh. For the relative energy (zero: lowest compared OMol25 entry of this formula, charge and spin), the calculation gives 30.5 kcal/mol. As for the structure (SMILES): C[C@H]1CN(C)C1=O.

Löwdin population analysis, charges in e, atoms 1 to 6:
1. C -0.06
2. C -0.26
3. C -0.12
4. N -0.12
5. C -0.04
6. C -0.43



(4)
Below is C5H9NO in the gas phase, with properties calculated with the ωB97M-V functional and the def2-TZVPD basis.

```
! wB97M-V def2-TZVPD RIJCOSX def2/J DEFGRID3
* xyz 0 1
O -2.18988 1.62748 -0.67193
C -1.68431 0.58174 -1.02492
N -1.00265 -0.23120 -0.16758
C -0.54485 0.23691 1.11915
C 0.95723 0.55377 0.85346
C 1.36002 -0.38008 -0.31946
C 0.03287 -1.14350 -0.60189
H -1.71923 0.27984 -2.08040
H -1.04409 1.12667 1.47918
H -0.59739 -0.58862 1.83486
H 1.59527 0.55320 1.74008
H 0.94679 1.62845 0.64350
H 2.18352 -1.07344 -0.15588
H 1.71124 0.26907 -1.12525
H 0.00043 -1.96748 0.11395
H -0.00499 -1.47280 -1.63688
*
```

As for the HOMO energy: -9.4 eV. For the max |F|, the calculation gives 1.282 eV/Å. The value obtained for the total energy is -8868.299 eV. For the frontier orbital gap, the calculation gives 0.3807 Eh. For the relative energy (zero: lowest compared OMol25 entry of this formula, charge and spin), the calculation gives 21.1 kcal/mol. As for the structure (SMILES): O=CN1CCCC1.

Löwdin population analysis, charges in e, atoms 1 to 6:
1. O 0.02
2. C -0.32
3. N -0.11
4. C -0.15
5. C -0.15
6. C -0.15



(5)
Below is 2 unconnected molecules or ions with the total composition C5H9NO, with properties calculated with the ωB97M-V functional and the def2-TZVPD basis.

```
! wB97M-V def2-TZVPD RIJCOSX def2/J DEFGRID3
* xyz 0 1
O 2.36354 -0.99621 -0.17586
N 1.29084 -1.29076 -0.66357
C 0.22752 -0.43769 -0.27512
C 0.29692 0.90713 0.42855
C -0.74745 1.45626 -0.58813
C -0.79909 0.09662 -1.29051
C -1.17374 -0.98455 -0.35345
H 0.01292 0.90673 1.48562
H 1.28284 1.36646 0.32466
H -0.33915 2.24689 -1.22171
H -1.70126 1.79203 -0.16788
H -0.76884 -0.06869 -2.36264
H -1.83733 -0.79061 0.48753
H -1.23982 -1.97972 -0.78366
H 1.64805 -1.07049 2.21872
H 1.48407 -1.15340 2.93745
*
```

As for the HOMO energy: -9.0 eV. For the max |F|, the calculation gives 0.525 eV/Å. The value obtained for the total energy is -8863.908 eV. For the frontier orbital gap, the calculation gives 0.3401 Eh. For the relative energy (zero: lowest compared OMol25 entry of this formula, charge and spin), the calculation gives 122.3 kcal/mol. As for the structure (SMILES): O=N[C@@]12CC[C@@H]1C2.[H][H].

Löwdin population analysis, charges in e, atoms 1 to 6:
1. O -0.04
2. N 0.02
3. C -0.43
4. C -0.11
5. C -0.12
6. C -0.16



(6)
Below is C5H9NO in the gas phase, with properties calculated with the ωB97M-V functional and the def2-TZVPD basis.

```
! wB97M-V def2-TZVPD RIJCOSX def2/J DEFGRID3
* xyz 0 1
O 0.79485 1.93601 -2.29667
C 0.76541 1.44070 -1.18211
C -0.12413 0.16611 -0.94999
C 0.68657 -1.00954 -0.40234
C -0.03900 -1.17073 1.00374
C -0.79951 0.18589 1.30714
N -1.06853 0.81742 -0.06802
H 1.15913 1.89986 -0.24255
H -0.36329 -0.15737 -1.90664
H 1.74784 -0.58364 -0.20974
H 0.75193 -1.96872 -0.98470
H 0.76936 -1.25439 1.70404
H -0.63784 -2.10395 1.10618
H -1.70117 0.08603 1.87416
H -0.01179 0.81503 1.82927
H -1.92983 0.90126 -0.58178
*
```

As for the HOMO energy: -8.7 eV. For the max |F|, the calculation gives 3.929 eV/Å. The value obtained for the total energy is -8866.554 eV. For the frontier orbital gap, the calculation gives 0.3539 Eh. For the relative energy (zero: lowest compared OMol25 entry of this formula, charge and spin), the calculation gives 61.3 kcal/mol. As for the structure (SMILES): O=C[C@H]1CCCN1.

Löwdin population analysis, charges in e, atoms 1 to 6:
1. O 0.02
2. C -0.22
3. C -0.37
4. C -0.12
5. C -0.17
6. C -0.13



(7)
Below is 2 unconnected molecules or ions with the total composition C5H9NO, with properties calculated with the ωB97M-V functional and the def2-TZVPD basis.

```
! wB97M-V def2-TZVPD RIJCOSX def2/J DEFGRID3
* xyz 0 1
C 1.01119 0.48883 -1.46967
N 0.27097 0.17806 -0.24436
C 0.81474 -0.88623 0.62497
C -0.44119 -1.18130 -0.11716
C -2.35633 -1.04749 1.93501
O -3.13732 -1.83842 1.67967
C -0.40149 1.33638 0.37534
H 1.74158 1.28746 -1.30065
H 0.29884 0.80005 -2.24028
H 1.52302 -0.41415 -1.80817
H 1.81719 -1.20814 0.32634
H 0.74784 -0.64828 1.68929
H -0.19291 -1.71655 -1.04690
H -1.47914 1.20977 0.27155
H -0.14734 1.38228 1.43653
H -0.06964 2.25771 -0.11152
*
```

As for the HOMO energy: -7.3 eV. For the max |F|, the calculation gives 1.375 eV/Å. The value obtained for the total energy is -8864.500 eV. For the frontier orbital gap, the calculation gives 0.2974 Eh. For the relative energy (zero: lowest compared OMol25 entry of this formula, charge and spin), the calculation gives 108.7 kcal/mol.

Löwdin population analysis, charges in e, atoms 1 to 6:
1. C -0.04
2. N -0.38
3. C -0.18
4. C -0.12
5. C -0.04
6. O 0.00



Among the records above, which one has the lowest total energy? number 4



Repeat the third record exactly.
Below is C5H9NO in the gas phase, with properties calculated with the ωB97M-V functional and the def2-TZVPD basis.

```
! wB97M-V def2-TZVPD RIJCOSX def2/J DEFGRID3
* xyz 0 1
C 2.23431 -0.31784 0.17110
C 1.00342 0.47460 -0.17288
C -0.09244 -0.25452 -0.96536
N -1.02046 0.16642 0.05132
C -2.41675 -0.11313 0.19797
C -0.06287 0.70931 0.89089
O -0.06441 1.22698 1.98501
H 1.96551 -1.28092 0.61929
H 2.85100 0.24125 0.87514
H 2.80451 -0.51461 -0.74184
H 1.22933 1.45235 -0.60448
H -0.32077 0.13640 -1.95789
H 0.03986 -1.34650 -1.00119
H -2.45167 0.09538 1.30846
H -3.07023 0.47146 -0.50140
H -2.62834 -1.14663 -0.15414
*
```

As for the HOMO energy: -9.3 eV. For the max |F|, the calculation gives 1.983 eV/Å. The value obtained for the total energy is -8867.889 eV. For the frontier orbital gap, the calculation gives 0.3746 Eh. For the relative energy (zero: lowest compared OMol25 entry of this formula, charge and spin), the calculation gives 30.5 kcal/mol. As for the structure (SMILES): C[C@H]1CN(C)C1=O.

Löwdin population analysis, charges in e, atoms 1 to 6:
1. C -0.06
2. C -0.26
3. C -0.12
4. N -0.12
5. C -0.04
6. C -0.43



What did the second record say?
Below is C5H9NO in the gas phase, with properties calculated with the ωB97M-V functional and the def2-TZVPD basis.

```
! wB97M-V def2-TZVPD RIJCOSX def2/J DEFGRID3
* xyz 0 1
O -1.41057 1.80988 0.91893
C -0.92371 0.51789 0.50273
C -0.49434 0.44189 -1.03728
C 0.68192 -0.58491 -1.18552
C 0.56179 -1.20997 0.18632
N 1.25253 -1.02244 1.46133
C 0.42210 0.10317 1.00260
H -0.65670 2.41676 0.76523
H -1.77525 -0.12910 0.76705
H -0.18342 1.40282 -1.39937
H -1.38306 0.15227 -1.65149
H 0.61853 -1.25296 -2.07898
H 1.65393 -0.04447 -1.26712
H -0.36407 -1.77325 0.27955
H 0.88279 -1.68012 2.13418
H 1.11753 0.85252 0.60183
*
```

As for the HOMO energy: -8.7 eV. For the max |F|, the calculation gives 2.090 eV/Å. The value obtained for the total energy is -8864.507 eV. For the frontier orbital gap, the calculation gives 0.3593 Eh. For the relative energy (zero: lowest compared OMol25 entry of this formula, charge and spin), the calculation gives 108.5 kcal/mol. As for the structure (SMILES): O[C@H]1CC[C@H]2N[C@H]12.

Löwdin population analysis, charges in e, atoms 1 to 6:
1. O -0.05
2. C -0.33
3. C -0.12
4. C -0.15
5. C -0.26
6. N 0.09